{
  "formula": "C28H36FN6O9SScSe",
  "method": "the ωB97M-V functional and the def2-TZVPD basis",
  "elements": ["Sc", "C", "C", "O", "C", "C", "C", "N", "N", "C", "O", "C", "C", "C", "C", "C", "C", "H", "H", "H", "H", "H", "H", "H", "H", "H", "H", "H", "H", "C", "S", "C", "O", "H", "H", "H", "H", "H", "H", "C", "N", "C", "C", "N", "C", "C", "Se", "H", "H", "H", "H", "H", "H", "H", "H", "O", "C", "C", "C", "O", "H", "H", "H", "H", "H", "H", "F", "C", "C", "N", "C", "C", "O", "O", "C", "O", "N", "C", "O", "H", "H", "H", "H"],
  "xyz": [[-0.09598, -0.31686, -0.16235], [0.15343, 1.94854, 3.64500], [0.63294, 1.60991, 2.24541], [-0.27833, 1.18699, 1.45485], [1.95331, 1.84375, 1.91902], [2.44237, 1.72591, 0.56076], [3.44826, 2.74037, 0.07214], [1.96096, 0.83852, -0.23021], [2.29238, 0.97626, -1.59875], [1.21062, 1.27733, -2.27357], [0.03710, 1.45491, -1.80772], [1.39228, 1.39912, -3.76177], [2.60170, 1.11378, -4.39207], [2.71468, 1.20370, -5.77111], [1.62398, 1.59049, -6.54426], [0.42082, 1.89134, -5.92095], [0.30987, 1.79663, -4.53915], [-0.27918, 1.04694, 4.08527], [0.94903, 2.33195, 4.28717], [-0.64526, 2.69250, 3.57531], [2.59420, 2.31562, 2.65522], [3.89315, 3.26909, 0.91662], [4.21932, 2.26125, -0.53092], [2.94872, 3.46827, -0.57187], [3.43480, 0.80140, -3.77641], [3.65693, 0.96217, -6.25043], [1.71214, 1.65154, -7.62302], [-0.43721, 2.19173, -6.51242], [-0.61744, 2.02447, -4.02942], [2.91226, -4.93165, 0.16347], [2.45404, -3.20306, -0.06278], [3.48911, -2.90784, -1.52333], [3.17262, -2.46269, 1.02001], [3.99896, -5.01006, 0.23918], [2.52855, -5.52582, -0.66630], [2.44590, -5.24879, 1.09591], [3.19971, -3.55642, -2.34280], [4.53715, -2.98648, -1.22903], [3.25489, -1.88794, -1.81529], [-2.27207, -2.05052, 5.75298], [-0.95216, -1.51649, 5.98018], [-0.44738, -1.01589, 7.16639], [0.81696, -0.61197, 6.91901], [1.07592, -0.86681, 5.58930], [2.30177, -0.60218, 4.86006], [-0.01183, -1.43971, 4.98683], [-0.15292, -1.89659, 3.22945], [-2.83450, -2.00144, 6.68521], [-2.20401, -3.08126, 5.40406], [-2.77463, -1.47823, 4.97245], [-1.02790, -0.97976, 8.07102], [1.54171, -0.15696, 7.57035], [3.01557, -0.13861, 5.54083], [2.10187, 0.05230, 4.00970], [2.70220, -1.53181, 4.45470], [-0.72713, -1.84510, 0.33122], [-4.47769, 1.62187, -0.30092], [-2.96821, 1.57747, -0.39979], [-2.17956, 2.85382, -0.46990], [-2.41534, 0.50251, -0.39817], [-4.86437, 2.63965, -0.28194], [-4.76869, 1.09601, 0.60932], [-4.90903, 1.07761, -1.14259], [-2.79949, 3.74831, -0.42156], [-1.56564, 2.83458, -1.37391], [-1.46748, 2.81482, 0.35886], [-3.75034, 1.05010, -3.42340], [-3.27700, 0.04221, -4.18809], [-2.02012, -0.40263, -4.04913], [-1.51180, -1.40398, -4.84394], [-0.08412, -1.75432, -4.71876], [0.33448, -2.08545, -3.27172], [0.95832, -3.14062, -3.11071], [0.12226, -1.12860, -2.48293], [-2.27949, -2.02191, -5.79770], [-1.89576, -2.89250, -6.55867], [-3.58806, -1.56076, -5.86135], [-4.18957, -0.53524, -5.14314], [-5.34562, -0.20784, -5.35630], [-1.33332, -0.04194, -3.29060], [0.48892, -0.87289, -5.02962], [0.11217, -2.58435, -5.38434], [-4.16043, -2.01383, -6.55650]],
  "atomic_forces_ev_per_a": [[-0.68, 0.58, -0.82], [-0.05, 0.00, -0.01], [0.00, 0.13, -0.06], [0.07, -0.21, 0.14], [-0.01, -0.01, -0.07], [0.12, -0.08, 0.21], [0.00, -0.02, 0.03], [-0.12, -0.10, -0.27], [-0.09, 0.21, 0.00], [0.27, -0.08, 0.00], [0.01, 0.09, -0.11], [0.03, 0.11, -0.01], [-0.01, -0.07, 0.00], [0.00, 0.00, -0.01], [0.00, -0.01, 0.02], [-0.01, 0.01, 0.00], [0.03, 0.11, -0.02], [0.00, 0.03, -0.01], [0.01, 0.00, 0.00], [0.02, -0.01, 0.00], [-0.02, 0.02, 0.00], [0.01, -0.01, -0.01], [0.00, -0.01, -0.01], [0.00, 0.01, 0.01], [0.00, 0.00, 0.00], [0.00, 0.00, 0.00], [0.00, -0.01, 0.00], [0.00, -0.01, 0.01], [0.01, 0.02, -0.03], [0.03, -0.13, 0.02], [0.37, 0.42, -0.24], [-0.30, 0.06, 0.14], [0.02, -0.16, 0.17], [-0.02, 0.01, 0.00], [-0.02, 0.03, -0.01], [0.01, -0.02, -0.02], [-0.01, -0.14, -0.03], [-0.04, -0.11, 0.06], [0.04, 0.18, -0.03], [0.00, 0.01, 0.00], [0.00, -0.03, 0.00], [0.02, 0.03, 0.00], [-0.02, 0.01, -0.01], [0.04, -0.03, -0.01], [-0.01, 0.00, 0.01], [0.24, 0.01, -0.01], [-0.34, -0.15, 0.01], [0.00, 0.00, -0.01], [0.00, -0.01, 0.00], [0.00, 0.00, 0.00], [-0.01, -0.01, -0.01], [0.01, 0.00, -0.01], [0.00, 0.00, 0.00], [0.02, -0.01, 0.03], [0.00, -0.01, 0.01], [0.19, -0.44, 0.58], [-0.07, -0.01, 0.02], [0.15, 0.21, -0.06], [-0.03, 0.00, 0.07], [0.09, -0.30, -0.14], [-0.03, -0.02, -0.01], [-0.01, 0.01, 0.02], [0.07, 0.04, 0.00], [-0.04, -0.02, 0.00], [-0.05, -0.01, 0.06], [0.03, 0.05, -0.01], [0.03, -0.05, -0.02], [-0.10, -0.03, 0.01], [-0.12, -0.08, -0.12], [-0.09, 0.05, 0.05], [-0.15, 0.04, -0.20], [0.74, 0.16, -0.23], [-0.21, 0.00, 0.15], [-0.04, -0.33, 0.74], [0.01, 0.10, 0.01], [0.01, -0.03, -0.01], [0.00, -0.02, 0.01], [0.06, 0.12, 0.00], [-0.05, -0.04, 0.00], [0.04, 0.13, 0.04], [0.03, -0.19, -0.02], [-0.09, -0.04, -0.01], [0.00, 0.01, 0.00]],
  "lowdin_charge": [0.752, -0.045, -0.512, -0.161, -0.055, -0.343, -0.048, -0.008, 0.062, -0.522, -0.130, -0.137, -0.034, -0.106, -0.124, -0.100, -0.048, 0.047, 0.065, 0.074, 0.079, 0.058, 0.065, 0.076, 0.103, 0.088, 0.085, 0.094, 0.107, -0.276, 0.814, -0.261, -0.576, 0.042, 0.047, 0.040, 0.033, 0.047, 0.034, -0.070, -0.149, -0.087, -0.085, -0.144, -0.045, -0.757, 0.777, 0.078, 0.078, 0.082, 0.099, 0.103, 0.084, 0.059, 0.087, -0.644, -0.012, -0.459, -0.009, 0.038, 0.065, 0.085, 0.076, 0.067, 0.073, 0.079, 0.068, -0.170, 0.067, 0.048, -0.009, -0.614, -0.007, -0.084, -0.471, 0.051, 0.202, -0.421, 0.046, 0.119, 0.115, 0.114, 0.155],
  "homo_energy_ha": -0.063,
  "charge": -2,
  "multiplicity": 1,
  "de_lowest_kcal_mol": 35.3,
  "gap_ev": 5.83
}



{
  "formula": "C28H36HfP2Si",
  "method": "the ωB97M-V functional and the def2-TZVPD basis",
  "elements": ["C", "C", "C", "H", "C", "C", "H", "H", "H", "H", "Hf", "C", "H", "H", "H", "Si", "C", "C", "H", "C", "H", "C", "H", "C", "H", "C", "H", "C", "C", "H", "C", "H", "C", "H", "C", "H", "C", "H", "H", "H", "C", "P", "C", "C", "C", "C", "C", "C", "C", "P", "C", "C", "H", "H", "H", "H", "H", "H", "H", "H", "H", "H", "H", "H", "H", "H", "H", "H"],
  "xyz": [[1.14489, 1.44965, 1.06106], [1.48726, 1.69338, -0.31718], [0.28893, 2.13841, -0.99892], [2.49871, 1.68882, -0.72655], [-0.79842, 2.13625, -0.04690], [-0.25686, 1.71831, 1.22664], [-0.77518, 1.74586, 2.18081], [1.83968, 1.21434, 1.86296], [0.23898, 2.51164, -2.02799], [-1.79840, 2.52948, -0.21174], [-0.06656, -0.10512, -0.31163], [-0.74037, -0.47232, -2.36947], [-1.57982, 0.07859, -2.80680], [-0.99538, -1.54926, -2.36236], [0.14595, -0.28236, -3.00100], [-0.41684, -1.80248, -5.50947], [1.27519, -1.61335, -6.23005], [2.00306, -0.42687, -6.06736], [1.55757, 0.42274, -5.53878], [3.30266, -0.31692, -6.58892], [3.85168, 0.62015, -6.47970], [3.87378, -1.39828, -7.26023], [4.87718, -1.31248, -7.67835], [3.15463, -2.59478, -7.41493], [3.59838, -3.43497, -7.95371], [1.86568, -2.70606, -6.89373], [1.28944, -3.62893, -6.99924], [-1.49126, -0.43465, -6.12874], [-1.24048, 0.14250, -7.38534], [-0.44227, -0.24970, -8.02094], [-2.00098, 1.22997, -7.84042], [-1.79770, 1.66334, -8.82586], [-3.01835, 1.75263, -7.03368], [-3.59637, 2.61746, -7.37605], [-3.30480, 1.15917, -5.79513], [-4.11496, 1.55540, -5.17715], [-2.56076, 0.06048, -5.35975], [-2.79652, -0.41587, -4.41069], [-0.12719, -1.79422, -4.07115], [-1.06143, -3.13579, -5.65449], [-2.92113, -2.33263, 1.32661], [-1.92112, -0.82224, 1.34482], [-3.19056, 0.37372, 1.87238], [-0.84219, -1.13087, 2.81660], [-1.25684, -0.70274, 4.07929], [-0.29941, -0.42112, 5.05992], [1.04842, -0.66038, 4.81127], [1.45732, -1.23683, 3.61049], [0.50960, -1.53946, 2.62032], [1.11212, -2.07584, 0.94115], [2.64985, -2.96024, 1.30704], [0.08315, -3.51065, 0.38423], [-3.49803, -2.34046, 0.39303], [-3.60306, -2.32261, 2.19016], [-2.29507, -3.22819, 1.39193], [-3.91319, -0.12025, 2.53535], [-2.77128, 1.25055, 2.37184], [-3.72324, 0.71577, 0.97644], [-2.31725, -0.55463, 4.29877], [-0.62062, 0.02474, 6.00547], [1.80515, -0.41132, 5.56784], [2.51746, -1.43965, 3.45574], [2.43786, -3.82619, 1.96093], [3.03822, -3.33019, 0.35364], [3.40862, -2.32437, 1.78097], [-0.25711, -4.08184, 1.26038], [0.73262, -4.13642, -0.25659], [-0.79513, -3.21414, -0.21616]],
  "atomic_forces_ev_per_a": [[-0.31, 0.98, -0.61], [-0.92, 0.95, 0.65], [0.03, 0.66, 0.80], [-0.40, -0.26, 0.00], [1.71, 0.72, 0.33], [0.56, 0.88, -0.61], [0.17, -0.19, -0.28], [-0.20, -0.15, -0.25], [-0.05, -0.43, 0.47], [0.15, -0.37, -0.11], [-0.17, -1.75, -2.14], [0.04, 0.90, 1.41], [0.22, -0.12, 0.00], [0.18, 0.20, -0.07], [-0.29, -0.20, 0.13], [0.20, -0.64, -0.16], [0.37, -0.56, -0.37], [0.42, -0.17, -0.24], [0.11, -0.19, -0.24], [-0.41, -0.06, 0.17], [-0.11, -0.30, -0.04], [-0.27, -0.26, -0.05], [-0.28, -0.02, 0.11], [0.11, 0.17, 0.04], [-0.10, 0.29, 0.19], [0.14, 0.48, 0.02], [0.29, 0.23, -0.09], [-0.53, 0.50, 0.04], [-0.20, 0.31, 0.04], [-0.20, 0.15, 0.24], [-0.06, -0.18, 0.20], [-0.09, -0.16, 0.45], [0.11, -0.16, 0.04], [0.22, -0.38, 0.15], [0.04, -0.01, -0.15], [0.24, -0.15, -0.23], [0.16, 0.40, -0.46], [-0.10, 0.09, -0.13], [-0.23, -0.06, -0.19], [0.20, 0.05, -0.34], [-0.29, -0.43, -0.65], [-1.03, -1.04, 2.43], [-0.12, 0.33, -0.15], [0.50, 0.08, -0.33], [0.28, 0.25, 0.09], [-0.32, -0.14, 0.08], [0.32, 0.09, 0.23], [-0.25, -0.39, 0.02], [-0.24, 0.96, -0.49], [0.01, -1.23, 1.33], [0.58, 0.04, -0.03], [-0.14, 0.06, -0.15], [-0.08, -0.28, 0.27], [0.25, 0.07, -0.31], [-0.27, 0.27, -0.10], [0.25, 0.16, -0.18], [-0.09, -0.19, -0.08], [0.01, -0.08, 0.17], [0.38, 0.23, -0.14], [0.15, -0.32, -0.27], [-0.43, -0.09, -0.37], [-0.35, -0.02, 0.11], [-0.06, 0.46, -0.26], [0.09, 0.05, 0.15], [-0.20, -0.19, -0.27], [0.19, 0.07, -0.32], [-0.33, 0.26, 0.31], [0.37, -0.16, 0.21]],
  "lowdin_charge": [-0.166, -0.152, -0.156, 0.139, -0.161, -0.207, 0.111, 0.127, 0.143, 0.138, 1.321, -0.296, 0.006, 0.000, 0.002, 0.726, -0.354, -0.117, 0.098, -0.084, 0.105, -0.076, 0.109, -0.073, 0.110, -0.105, 0.097, -0.322, -0.087, 0.109, -0.064, 0.114, -0.073, 0.112, -0.086, 0.103, -0.132, 0.077, -0.061, -0.018, -0.223, 0.843, -0.223, -0.372, -0.067, -0.026, -0.035, -0.081, -0.372, 0.836, -0.230, -0.244, 0.069, 0.075, 0.035, 0.067, 0.053, 0.069, 0.121, 0.131, 0.133, 0.105, 0.090, 0.064, 0.056, 0.071, 0.073, 0.025],
  "homo_energy_ha": -0.468,
  "charge": 2,
  "multiplicity": 1,
  "de_lowest_kcal_mol": 0.0,
  "gap_ev": 5.00
}